Formula: C31H20BrCl2CrN6O2
Source: the OMol25 dataset
Level of theory: the ωB97M-V functional and the def2-TZVPD basis

Geometry as XYZ:
```
63
C31H20BrCl2CrN6O2 the ωB97M-V functional and the def2-TZVPD basis
H 0.110 6.063 0.587
C 0.419 0.385 -3.493
N 1.174 -0.244 1.187
C -1.614 -0.166 -0.527
Cl 0.656 0.605 -7.469
O -0.450 -3.288 -2.374
C -2.752 -0.321 1.705
C -3.378 2.375 1.661
H 1.960 -5.485 2.579
O -0.511 3.153 -3.277
Cl 1.362 -2.442 -6.864
C 2.517 -0.257 1.207
H -0.647 -4.982 -0.808
C 0.564 -5.416 0.930
H -2.464 2.408 -0.266
H -0.399 5.028 -1.662
Cr 0.477 0.245 -0.631
C -0.113 2.464 -2.352
C -4.439 2.192 3.874
H 0.904 4.537 2.415
H -0.542 -0.247 2.318
C 3.257 -0.181 2.367
C 2.575 -0.123 3.574
C 0.752 -3.429 -0.392
C -3.427 0.241 2.775
C 0.734 2.804 1.188
C 0.983 -1.337 -5.585
N 0.702 -1.368 -1.847
H -2.538 -1.385 1.708
H 3.008 -0.361 0.245
C 0.412 0.854 -4.803
H 1.205 -2.845 -4.111
N 1.747 -2.972 0.359
H -3.636 3.427 1.646
C -2.710 1.801 0.598
C 0.291 -2.668 -1.626
H -3.727 -0.369 3.618
C 0.538 -0.225 2.358
C 2.148 -3.708 1.395
H 1.060 2.140 1.976
C 1.590 -4.930 1.727
N 0.258 1.170 -2.335
C 0.977 -1.806 -4.284
H 0.110 -6.375 1.140
C 0.641 4.159 1.436
C 0.140 -4.657 -0.144
C 0.206 4.997 0.422
C 0.686 -0.008 -5.849
C 1.196 -0.167 3.576
C -0.084 4.441 -0.811
C -2.359 0.444 0.598
C 0.675 -0.965 -3.220
C 0.054 3.080 -0.982
H 4.337 -0.181 2.331
H 0.194 1.890 -5.003
H -1.976 0.187 -1.490
N -4.997 2.666 4.762
H 0.631 -0.143 4.499
H 2.968 -3.302 1.984
N 0.430 2.252 0.007
C -3.734 1.600 2.767
H -1.677 -1.253 -0.499
Br 3.527 0.001 5.187
```

Its expectation value of S² is 3.8775. The value obtained for the HOMO-LUMO gap (alpha / beta) is 0.2333 / 0.2363 Ha. The spin multiplicity is 4.